[1]
# C9H23Cl2N2O5Ti

A molecular structure, C9H23Cl2N2O5Ti in a non-equilibrium geometry (ωB97M-V with the def2-TZVPD basis set, OMol25).

## Properties
maximum force = 0.0915 hartree/bohr
⟨S²⟩ = 3.752
frontier orbital gap (spin up / spin down) = 4.469 / 6.073 eV

```
! wB97M-V def2-TZVPD RIJCOSX def2/J DEFGRID3
* xyz -2 4
Ti -2.547 -0.544 2.869
Cl -4.574 -0.109 5.958
Cl 0.336 -2.443 4.275
O -4.958 -3.216 -0.950
C -4.355 -2.604 0.066
O -3.828 -1.469 -0.180
O -4.352 -3.069 1.210
H -4.918 -2.464 -1.546
C -0.093 -2.474 -3.618
C 0.430 -3.224 -2.395
C 1.679 -4.045 -2.789
O 1.928 -5.081 -1.841
C 3.137 -5.728 -1.996
N 0.593 -2.247 -1.356
H -0.738 -1.671 -3.261
H -0.521 -3.212 -4.297
H 0.721 -2.011 -4.176
H -0.361 -3.931 -2.145
H 2.474 -3.313 -2.931
H 1.565 -4.551 -3.748
H 3.112 -6.281 -2.935
H 3.270 -6.517 -1.256
H 3.993 -5.102 -1.744
H -0.310 -1.843 -1.150
H 0.904 -2.722 -0.521
C 1.262 3.342 2.986
C -0.035 3.965 2.584
C 0.057 5.011 1.421
O 1.040 5.998 1.648
C 1.223 6.980 0.613
N -0.953 2.915 2.188
H 2.081 3.969 3.340
H 1.582 2.564 2.293
H 1.055 2.653 3.806
H -0.532 4.366 3.468
H -0.891 5.527 1.266
H 0.333 4.583 0.457
H 2.287 7.214 0.587
H 0.646 7.869 0.867
H 0.949 6.683 -0.400
H -1.869 3.337 2.144
H -0.824 2.895 1.187
*
```


[2]
# C4H11Cl2CrO4Sm

A molecular structure, C4H11Cl2CrO4Sm in a non-equilibrium geometry (ωB97M-V with the def2-TZVPD basis set, OMol25).

## Properties
maximum force = 0.1082 hartree/bohr
energy relative to the best compared isomer or geometry (same formula, charge and spin) = 34.8 kcal per mole
⟨S²⟩ = 20.319
frontier orbital gap (spin up / spin down) = 6.650 / 7.692 eV

```
! wB97M-V def2-TZVPD RIJCOSX def2/J DEFGRID3
* xyz -1 9
Sm -0.792 0.726 -1.766
Cl 0.518 2.979 -1.484
C -2.927 1.526 -0.960
C 0.018 0.967 -4.024
H -3.766 1.550 -1.679
H -3.221 0.919 -0.083
H -2.731 2.552 -0.600
H -0.611 0.879 -4.922
H 0.812 0.195 -4.051
H 0.532 1.946 -4.010
Cr 0.571 -0.862 1.193
C 2.524 -1.188 1.063
C 0.085 -2.315 0.338
H 2.653 -1.984 0.269
H 3.130 -0.280 0.807
H 2.874 -1.595 2.060
H 0.362 -2.408 -0.782
H -1.049 -1.962 0.264
O 1.303 -0.697 4.579
Cl 0.210 -0.322 3.724
O -0.310 -1.542 2.959
O -0.889 0.263 4.427
O 0.704 0.654 2.679
*
```


[3]
# C22H44NO

A single C22H44NO molecule in a non-equilibrium geometry (ωB97M-V with the def2-TZVPD basis set, OMol25).

## Properties
maximum force = 0.0502 hartree/bohr
⟨S²⟩ = 0.754
frontier orbital gap (spin up / spin down) = 9.219 / 9.715 eV

```
! wB97M-V def2-TZVPD RIJCOSX def2/J DEFGRID3
* xyz 0 2
C 9.547 -2.427 0.146
C 9.093 -1.394 -0.901
C 7.651 -0.911 -0.677
C 7.558 0.349 0.189
C 6.431 1.285 -0.253
C 5.070 0.597 -0.115
C 3.935 1.569 0.139
C 2.667 0.827 0.566
C 1.478 1.761 0.800
C 0.503 1.819 -0.395
C -0.899 1.314 -0.050
C -1.995 1.887 -0.964
C -3.369 1.866 -0.298
C -3.907 0.446 -0.128
C -4.641 0.259 1.186
C -5.038 -1.205 1.342
C -5.735 -1.366 2.691
C -3.779 -2.107 1.400
N -5.906 -1.713 0.214
O -7.052 -2.147 0.623
C -6.100 -0.757 -0.922
C -6.463 -1.622 -2.146
C -7.309 0.161 -0.706
C -4.837 0.029 -1.299
H 8.687 -2.975 0.517
H 10.216 -3.153 -0.306
H 10.087 -1.934 0.947
H 9.782 -0.557 -0.908
H 9.117 -1.877 -1.874
H 7.189 -0.720 -1.643
H 7.104 -1.724 -0.209
H 8.502 0.885 0.196
H 7.334 0.061 1.215
H 6.462 2.183 0.360
H 6.636 1.542 -1.292
H 4.846 0.026 -1.013
H 5.148 -0.093 0.725
H 4.198 2.296 0.905
H 3.704 2.130 -0.768
H 2.446 0.096 -0.211
H 2.911 0.276 1.473
H 0.934 1.424 1.678
H 1.861 2.758 1.006
H 0.903 1.230 -1.212
H 0.406 2.842 -0.750
H -1.147 1.430 1.003
H -0.894 0.238 -0.229
H -1.702 2.900 -1.229
H -2.035 1.263 -1.857
H -4.058 2.490 -0.862
H -3.251 2.354 0.670
H -3.049 -0.213 -0.164
H -3.957 0.469 2.003
H -5.469 0.955 1.290
H -6.602 -0.721 2.791
H -5.950 -2.400 2.919
H -5.006 -1.030 3.427
H -3.945 -2.932 2.078
H -3.624 -2.520 0.408
H -2.898 -1.538 1.677
H -6.813 -1.007 -2.965
H -5.554 -2.121 -2.475
H -7.167 -2.402 -1.879
H -7.304 0.658 0.258
H -7.300 0.874 -1.522
H -8.225 -0.408 -0.798
H -4.249 -0.509 -2.037
H -5.179 0.938 -1.782
*
```


[4]
# C4H8O4

2 unconnected molecules or ions with the total composition C4H8O4 (ωB97M-V with the def2-TZVPD basis set, OMol25).

## Properties
maximum force = 0.0167 hartree/bohr
energy relative to the best compared isomer or geometry (same formula, charge and spin) = 35.5 kcal per mole
frontier orbital gap = 10.498 eV

```
! wB97M-V def2-TZVPD RIJCOSX def2/J DEFGRID3
* xyz 0 1
O 0.328 -2.789 -1.207
C 0.605 -1.626 -1.135
C 1.235 -1.023 0.100
C 1.207 0.514 0.135
C 0.284 0.991 1.216
O 0.594 1.596 2.200
O -0.981 0.578 0.975
H 0.379 -0.945 -1.982
H 0.724 -1.452 0.958
H 2.247 -1.405 0.137
H 0.967 0.924 -0.844
H 2.188 0.924 0.366
H -1.616 0.975 1.586
O -2.387 1.340 -1.877
H -2.848 0.522 -2.133
H -2.307 1.293 -0.918
*
```


[5]
# C3H8N4S

A single C3H8N4S molecule in a non-equilibrium geometry (ωB97M-V with the def2-TZVPD basis set, OMol25).

## Properties
maximum force = 0.0345 hartree/bohr
energy relative to the best compared isomer or geometry (same formula, charge and spin) = 16.4 kcal per mole
frontier orbital gap = 9.940 eV

```
! wB97M-V def2-TZVPD RIJCOSX def2/J DEFGRID3
* xyz 0 1
H -3.351 -1.443 -0.538
N -3.428 -0.582 0.023
C -2.423 0.158 0.167
N -1.120 -0.093 -0.343
C -0.053 0.734 -0.093
N -0.077 1.980 0.244
H -1.055 2.299 0.097
N 1.205 0.137 -0.249
C 2.419 1.005 -0.096
S 1.419 -1.532 0.100
H -2.495 1.043 0.806
H -0.982 -1.010 -0.742
H 2.190 1.950 -0.605
H 2.666 1.319 0.932
H 3.243 0.483 -0.597
H 1.360 -1.604 1.464
*
```


[6]
# C5H7FN2

A single C5H7FN2 molecule in a non-equilibrium geometry (ωB97M-V with the def2-TZVPD basis set, OMol25).

## Properties
maximum force = 0.0347 hartree/bohr
energy relative to the best compared isomer or geometry (same formula, charge and spin) = 20.3 kcal per mole
frontier orbital gap = 10.201 eV

```
! wB97M-V def2-TZVPD RIJCOSX def2/J DEFGRID3
* xyz 0 1
F -3.338 0.088 -0.152
C -2.012 0.118 -0.521
C -1.099 -0.089 0.707
C 0.330 0.010 0.279
C 1.134 1.180 0.083
N 2.401 0.878 -0.155
N 2.377 -0.496 -0.300
C 1.183 -1.023 0.046
H -1.820 -0.626 -1.318
H -1.801 1.103 -0.944
H -1.208 -1.118 1.108
H -1.299 0.786 1.356
H 0.862 2.234 0.184
H 3.272 -0.952 -0.365
H 1.019 -2.092 -0.008
*
```


[7]
# C8H7NO2

A single C8H7NO2 molecule in a non-equilibrium geometry (ωB97M-V with the def2-TZVPD basis set, OMol25).

## Properties
maximum force = 0.1215 hartree/bohr
energy relative to the best compared isomer or geometry (same formula, charge and spin) = 83.8 kcal per mole
frontier orbital gap = 8.467 eV

```
! wB97M-V def2-TZVPD RIJCOSX def2/J DEFGRID3
* xyz 0 1
C 3.540 -0.005 0.932
C 2.489 -0.019 -0.194
O 2.688 -0.795 -1.115
N 1.431 0.812 -0.210
C 0.287 0.469 0.063
C -0.284 -0.895 0.237
C -1.592 -1.224 0.166
C -2.695 -0.250 -0.005
O -3.898 -0.538 0.076
C -2.138 1.155 -0.111
C -0.858 1.482 -0.106
H 3.266 0.467 2.008
H 3.947 -1.200 0.767
H 4.395 0.813 0.506
H 0.534 -1.631 0.348
H -1.803 -2.347 0.430
H -2.678 2.067 -0.032
H -0.485 2.539 -0.134
*
```


[8]
# C3H5FS

A single C3H5FS molecule in a non-equilibrium geometry (ωB97M-V with the def2-TZVPD basis set, OMol25).

## Properties
maximum force = 0.0660 hartree/bohr
energy relative to the best compared isomer or geometry (same formula, charge and spin) = 22.6 kcal per mole
frontier orbital gap = 10.045 eV

```
! wB97M-V def2-TZVPD RIJCOSX def2/J DEFGRID3
* xyz 0 1
C 1.236 -0.703 0.549
C 0.641 0.395 0.062
F 1.152 1.601 0.310
C -0.690 0.444 -0.770
S -2.115 0.533 0.390
H 2.214 -0.593 0.845
H 0.883 -1.674 0.229
H -0.680 1.317 -1.510
H -0.676 -0.703 -1.094
H -1.964 -0.617 0.990
*
```


[9]
# C11H10FO3

A gas-phase ion, C11H10FO3 (charge -1) in a non-equilibrium geometry (ωB97M-V with the def2-TZVPD basis set, OMol25).

## Properties
maximum force = 0.0948 hartree/bohr
energy relative to the best compared isomer or geometry (same formula, charge and spin) = 28.8 kcal per mole
frontier orbital gap = 7.939 eV

```
! wB97M-V def2-TZVPD RIJCOSX def2/J DEFGRID3
* xyz -1 1
C 1.380 -2.985 0.223
C 0.617 -1.875 0.359
C 0.867 -0.543 -0.251
O 1.352 -0.704 -1.598
C -0.550 0.152 -0.224
C -1.154 0.359 0.970
C -2.406 0.937 1.051
C -3.094 1.308 -0.023
C -2.502 1.030 -1.238
C -1.214 0.552 -1.340
C 2.027 0.181 0.646
F 3.162 -0.515 0.613
C 2.184 1.625 0.137
O 1.903 1.878 -1.057
O 2.528 2.386 1.051
H 1.135 -3.859 0.768
H 2.072 -3.145 -0.493
H -0.323 -1.769 0.913
H 1.397 0.227 -1.749
H -0.662 -0.010 1.876
H -2.604 1.130 2.135
H -4.051 1.735 0.064
H -3.001 1.343 -2.164
H -0.691 0.354 -2.337
H 1.625 0.207 1.666
*
```


[10]
# C48H43ClN5O6PSSbY

A molecular structure, C48H43ClN5O6PSSbY in a non-equilibrium geometry (ωB97M-V with the def2-TZVPD basis set, OMol25).

## Properties
maximum force = 0.0306 hartree/bohr
frontier orbital gap (spin up / spin down) = 5.504 / 5.064 eV

```
! wB97M-V def2-TZVPD RIJCOSX def2/J DEFGRID3
* xyz 0 1
Y 0.553 0.956 -0.869
C -0.040 -7.887 -2.078
C 0.394 -6.490 -2.394
C 1.649 -6.016 -1.945
C 2.070 -4.749 -2.180
C 1.159 -3.729 -2.775
C 0.025 -4.373 -3.509
C -0.359 -5.646 -3.239
S 2.477 -1.056 -1.811
O 2.798 -0.098 -0.711
O 1.362 -1.998 -0.927
N 1.428 -0.179 -2.617
C 1.270 -0.041 -3.979
C 1.716 -0.891 -4.969
C 1.312 -0.705 -6.302
C 0.462 0.305 -6.652
C 0.076 1.262 -5.687
C -0.746 2.372 -5.976
C -0.920 3.330 -5.021
C -0.276 3.186 -3.781
N 0.385 2.108 -3.420
C 0.545 1.133 -4.360
H 0.777 -8.594 -2.234
H -0.884 -8.187 -2.696
H -0.340 -7.972 -1.030
H 2.308 -6.714 -1.441
H 3.084 -4.453 -1.953
H -0.538 -3.752 -4.194
H -1.241 -6.045 -3.726
H 2.364 -1.721 -4.722
H 1.672 -1.399 -7.050
H 0.112 0.416 -7.669
H -1.202 2.451 -6.955
H -1.533 4.202 -5.192
H -0.312 4.001 -3.071
O -3.329 5.347 -1.713
C -2.340 5.828 -0.977
O -2.262 6.999 -0.701
C -1.327 4.847 -0.507
C -0.309 5.118 0.418
Cl 0.090 6.630 1.073
N 0.385 3.972 0.649
N -0.082 3.018 -0.179
C -1.155 3.503 -0.833
C -1.974 2.490 -1.580
O -3.002 2.837 -2.163
O -1.557 1.281 -1.482
C 1.196 3.566 1.717
C 1.837 2.232 1.578
C 2.707 1.930 2.743
C 2.702 2.654 3.882
C 1.944 3.844 4.004
C 1.238 4.286 2.916
H -3.258 4.366 -1.904
H 2.420 2.172 0.627
H 3.335 1.053 2.652
H 3.328 2.341 4.709
H 1.934 4.398 4.931
H 0.700 5.218 2.984
N 0.840 1.024 1.374
P -0.474 0.832 2.268
C -0.183 0.879 4.063
C 0.866 0.081 4.520
C 1.127 -0.024 5.873
C 0.343 0.674 6.783
C -0.700 1.468 6.335
C -0.972 1.567 4.977
C -1.933 1.899 1.962
C -3.015 1.458 1.201
C -4.064 2.318 0.913
C -4.038 3.631 1.356
C -2.975 4.072 2.129
C -1.938 3.210 2.445
C -1.120 -0.848 1.967
C -1.543 -1.632 3.038
C -2.151 -2.859 2.819
C -2.387 -3.299 1.527
C -1.996 -2.514 0.452
C -1.347 -1.310 0.668
H 1.467 -0.461 3.800
H 1.932 -0.659 6.219
H 0.545 0.591 7.842
H -1.319 1.999 7.046
H -1.811 2.158 4.641
H -3.051 0.448 0.823
H -4.898 1.962 0.324
H -4.842 4.310 1.105
H -2.942 5.097 2.473
H -1.115 3.559 3.053
H -1.409 -1.278 4.051
H -2.473 -3.456 3.661
H -2.878 -4.246 1.351
H -2.230 -2.832 -0.555
H -1.048 -0.706 -0.191
C 4.273 -2.696 0.354
Sb 2.742 -1.732 1.561
C 0.485 -2.827 -1.695
C 1.727 -3.653 1.923
H 3.767 -3.302 -0.393
H 4.915 -3.326 0.964
H 4.866 -1.929 -0.138
H -0.012 -3.473 -0.973
H 1.716 -3.041 -3.416
H -0.253 -2.188 -2.200
H 2.159 -4.438 1.304
H 0.661 -3.566 1.712
H 1.858 -3.902 2.975
*
```


[11]
# C22H22BrNO4PSSe2W

A molecular structure, C22H22BrNO4PSSe2W in a non-equilibrium geometry (ωB97M-V with the def2-TZVPD basis set, OMol25).

## Properties
maximum force = 0.0455 hartree/bohr
energy relative to the best compared isomer or geometry (same formula, charge and spin) = 10.7 kcal per mole
⟨S²⟩ = 2.021
frontier orbital gap (spin up / spin down) = 6.755 / 7.815 eV

```
! wB97M-V def2-TZVPD RIJCOSX def2/J DEFGRID3
* xyz -1 3
W 0.441 -0.467 -0.607
C -1.626 -0.530 -5.555
C -0.470 -0.614 -4.598
C 0.523 0.380 -4.583
C 1.567 0.333 -3.694
C 1.623 -0.697 -2.748
C 0.677 -1.743 -2.783
C -0.348 -1.683 -3.738
S 3.101 -1.054 -1.790
O 3.291 -2.476 -1.919
O 4.150 -0.181 -2.258
N 2.612 -0.713 -0.274
C 3.212 0.480 0.312
C 2.442 1.715 -0.115
O 2.833 2.843 0.105
O 1.343 1.416 -0.748
H -1.471 0.253 -6.297
H -2.544 -0.298 -5.010
H -1.779 -1.476 -6.077
H 0.464 1.200 -5.289
H 2.347 1.083 -3.695
H 1.006 -2.708 -2.417
H -1.058 -2.502 -3.790
H 4.251 0.594 0.006
H 3.178 0.392 1.399
Se -2.027 -1.408 -0.536
P -1.282 -3.258 0.222
Se 0.831 -2.784 0.529
C -1.383 -4.507 -1.128
C -0.407 -5.495 -1.234
C -0.465 -6.433 -2.254
C -1.509 -6.404 -3.168
C -2.491 -5.430 -3.061
C -2.425 -4.483 -2.049
C -1.997 -4.186 1.610
C -3.370 -4.418 1.655
C -3.924 -5.116 2.715
C -3.108 -5.578 3.740
C -1.744 -5.333 3.706
C -1.186 -4.626 2.649
H 0.420 -5.507 -0.535
H 0.314 -7.180 -2.340
H -1.551 -7.132 -3.968
H -3.304 -5.396 -3.775
H -3.169 -3.696 -1.997
H -4.007 -4.052 0.857
H -4.991 -5.296 2.745
H -3.539 -6.123 4.570
H -1.108 -5.687 4.508
H -0.125 -4.415 2.629
Br -1.316 1.168 -1.680
C 0.042 0.279 1.389
H 0.830 -0.036 2.084
H -0.907 -0.069 1.801
H 0.032 1.371 1.363
*
```


What is the maximum force in the fifth record?
0.0345 hartree/bohr


What is the maximum force in the third record?
0.0502 hartree/bohr